{
  "formula": "C28H27N3O2",
  "method": "ωB97M-V with the def2-TZVPD basis set",
  "species": ["C", "C", "C", "C", "C", "C", "C", "C", "N", "N", "N", "C", "C", "O", "C", "C", "C", "C", "C", "C", "C", "C", "C", "C", "C", "O", "C", "C", "C", "C", "C", "C", "C", "H", "H", "H", "H", "H", "H", "H", "H", "H", "H", "H", "H", "H", "H", "H", "H", "H", "H", "H", "H", "H", "H", "H", "H", "H", "H", "H"],
  "coordinates": [[-3.932, 0.132, -1.210], [-2.450, 0.472, -1.326], [-2.204, 1.538, -2.371], [-1.808, 2.815, -2.002], [-1.593, 3.785, -2.965], [-1.764, 3.483, -4.305], [-2.152, 2.207, -4.679], [-2.372, 1.239, -3.717], [-1.702, -0.714, -1.670], [-2.235, -1.790, -2.224], [-1.310, -2.655, -2.426], [-0.128, -2.162, -2.014], [1.131, -2.959, -2.052], [1.622, -3.305, -0.772], [0.696, -4.014, 0.030], [-0.300, -3.107, 0.712], [0.164, -1.986, 1.390], [-0.721, -1.110, 1.990], [-2.084, -1.354, 1.927], [-2.552, -2.477, 1.266], [-1.666, -3.350, 0.660], [-0.361, -0.879, -1.524], [0.474, 0.096, -0.975], [1.137, 0.981, -0.499], [1.982, 1.987, 0.112], [3.321, 1.528, 0.170], [4.035, 1.999, 1.290], [3.494, 1.468, 2.597], [3.096, 0.138, 2.675], [2.572, -0.367, 3.851], [2.452, 0.449, 4.963], [2.855, 1.772, 4.894], [3.368, 2.282, 3.714], [-4.302, -0.255, -2.155], [-4.079, -0.626, -0.445], [-4.491, 1.026, -0.945], [-2.068, 0.819, -0.357], [-1.668, 3.048, -0.956], [-1.287, 4.777, -2.668], [-1.593, 4.239, -5.056], [-2.283, 1.966, -5.724], [-2.668, 0.242, -4.010], [1.938, -2.384, -2.515], [0.936, -3.867, -2.642], [1.307, -4.521, 0.786], [0.173, -4.771, -0.569], [1.225, -1.795, 1.415], [-0.346, -0.238, 2.505], [-2.780, -0.670, 2.392], [-3.613, -2.674, 1.216], [-2.038, -4.213, 0.127], [1.599, 2.192, 1.124], [1.929, 2.919, -0.478], [5.058, 1.640, 1.136], [4.053, 3.101, 1.306], [3.195, -0.485, 1.798], [2.257, -1.399, 3.901], [2.044, 0.056, 5.882], [2.763, 2.412, 5.760], [3.674, 3.318, 3.660]],
  "lumo_energy_ha": 0.0232,
  "e_tot_ev": -38036.77935,
  "multiplicity": 1,
  "e_above_lowest_ev": 1.502
}